Entry 1:
DFT (ωB97M-V/def2-TZVPD) results for a 2-piece molecular cluster, C6H16NSi overall at a distorted geometry.

```
24
Properties=species:S:1:pos:R:3
C 1.7540 0.2066 -0.4055
C 0.7239 -0.0858 0.5651
C 3.0365 -0.5900 -0.4638
C -1.9472 0.7453 1.7340
C -1.9525 -1.8907 -0.3285
C -1.3925 0.9930 -1.5426
N 1.5495 1.1876 0.6266
Si -1.2756 -0.0858 0.0290
H 1.3712 0.4527 -1.4334
H 1.5143 -1.2599 1.9065
H 2.9016 -1.4345 -1.1235
H 3.3330 -0.9368 0.5021
H 3.7590 0.0881 -0.9719
H -1.1225 1.0211 2.3517
H -2.5817 1.5817 1.3725
H -2.7366 -0.0239 2.1020
H -1.0397 -2.4843 -0.5544
H -2.1855 -2.2519 0.6038
H -2.7943 -1.9808 -1.0438
H -0.6895 1.8561 -1.6965
H -1.1446 0.4127 -2.3862
H -2.4430 1.2132 -1.5280
H 2.2682 1.2395 1.2778
H 1.0940 2.0268 0.4069
```

**Total energy**: -15838.167 eV
**Net charge**: +1
**Kohn-Sham gap**: 0.3385 Ha
**Relative energy (zero: lowest compared OMol25 entry of this formula, charge and spin)**: 80.9 kcal/mol
**LUMO energy**: -0.169 Ha

Entry 2:
DFT (ωB97M-V/def2-TZVPD) results for a 2-piece molecular cluster, C6H16O overall at a distorted geometry.

```
23
Properties=species:S:1:pos:R:3
C -1.6457 -0.5200 -0.6565
C -0.4717 -0.9084 -1.5542
C 0.5388 0.2041 -1.7610
C 1.1430 0.8120 -0.4981
C 1.7113 -0.2020 0.4757
C 2.9738 -0.9601 0.0249
H -2.1814 0.3334 -1.0847
H -2.3889 -1.3206 -0.6473
H -1.3918 -0.3498 0.3732
H 0.0034 -1.7961 -1.1118
H -0.8552 -1.3032 -2.4996
H 1.3715 -0.1687 -2.3558
H 0.0575 0.9995 -2.3188
H 0.4798 1.4562 0.0797
H 1.9645 1.4532 -0.8425
H 1.8957 0.1722 1.4867
H 0.9477 -0.9664 0.6840
H 3.1598 -1.8470 0.6071
H 3.8483 -0.3025 0.1019
H 2.8844 -1.1889 -1.0244
O -4.9546 2.4180 4.2492
H -4.5982 1.7581 4.8520
H -4.4921 2.2270 3.4200
```

**Total energy**: -8528.939 eV
**Kohn-Sham gap**: 0.4271 Ha
**Relative energy (zero: lowest compared OMol25 entry of this formula, charge and spin)**: 6.8 kcal/mol
**Structure (SMILES)**: CCCCCC.O
**LUMO energy**: 0.025 Ha

Entry 3:
DFT (ωB97M-V/def2-TZVPD) results for a 2-piece molecular cluster, C6H16O overall at a distorted geometry.

```
23
Properties=species:S:1:pos:R:3
C 0.0577 2.5637 0.0035
C -0.2651 1.1278 -0.1584
C 0.7239 0.2764 0.6014
C 0.0352 0.0275 2.0577
C 0.7656 -1.1836 -0.0786
C -0.4116 -2.1638 0.1952
H 1.0861 2.7820 0.0414
H -0.4078 3.0798 -0.8496
H -0.3708 3.0439 0.9512
H -0.2162 0.8895 -1.2033
H -1.2866 1.0654 0.1186
H 1.8090 0.5383 0.8269
H -0.3023 -1.0005 2.0524
H -0.8194 0.7119 2.0967
H 0.6289 0.3033 2.7687
H 0.6719 -1.0239 -1.2217
H 1.7766 -1.4285 0.1646
H -0.1379 -3.1611 0.5120
H -1.1289 -2.0416 1.0076
H -0.8285 -2.1066 -0.8125
O -0.5571 -1.1293 -3.1308
H -0.3856 -0.4036 -3.6885
H -0.4370 -0.7669 -2.2544
```

**Total energy**: -8526.572 eV
**Kohn-Sham gap**: 0.4183 Ha
**Relative energy (zero: lowest compared OMol25 entry of this formula, charge and spin)**: 61.4 kcal/mol
**Structure (SMILES)**: CCC(C)CC.O
**LUMO energy**: 0.033 Ha

Entry 4:
DFT (ωB97M-V/def2-TZVPD) results for a 2-piece molecular cluster, C6H16O2 overall at a distorted geometry.

```
24
Properties=species:S:1:pos:R:3
C 0.2423 1.8366 -2.4449
C 0.8378 1.3435 -1.0947
C 0.8257 -0.1860 -0.8204
C 0.8537 -0.5455 0.6756
C -0.5860 -0.4806 1.2425
C -0.4473 -0.0663 2.7213
O 0.3051 -0.9789 3.4985
H 1.0692 1.9219 -3.1374
H -0.5903 1.2180 -2.7226
H -0.2540 2.7741 -2.1526
H 0.3384 1.8381 -0.2350
H 1.9176 1.5238 -1.1335
H 0.0525 -0.6014 -1.4493
H 1.6558 -0.5511 -1.4731
H 1.1762 -1.5790 0.7367
H 1.5359 0.1517 1.1749
H -1.2515 0.1228 0.6348
H -1.0214 -1.4866 1.2896
H -1.4284 0.0364 3.2308
H 0.1438 0.8734 2.6681
H -0.1291 -1.8215 3.3549
O -1.9174 -1.7346 -1.8699
H -1.1912 -1.2275 -1.4889
H -2.1375 -2.3813 -1.2054
```

**Total energy**: -10575.239 eV
**Kohn-Sham gap**: 0.4084 Ha
**Relative energy (zero: lowest compared OMol25 entry of this formula, charge and spin)**: 30.0 kcal/mol
**Structure (SMILES)**: CCCCCCO.O
**LUMO energy**: 0.028 Ha

Entry 5:
DFT (ωB97M-V/def2-TZVPD) results for C6H16O2 as an isolated structure at a distorted geometry.

```
24
Properties=species:S:1:pos:R:3
C 2.4545 0.0862 1.0825
C 1.5992 0.4092 -0.1622
C 0.0985 0.2674 -0.1073
C -0.4601 0.9189 -1.3005
C -0.5491 -1.1223 0.1078
C -1.7311 -1.0343 1.0266
H 2.5016 -0.9781 1.3009
H 3.4933 0.5166 1.0274
H 1.9766 0.4238 2.0480
H 1.8754 -0.1078 -1.1695
H 1.8236 1.4627 -0.3367
H 0.2158 1.5490 -1.8808
H -1.4949 1.2477 -1.2323
H -0.7256 -1.5831 -0.9053
H 0.2719 -1.7026 0.5854
H -2.5176 -0.4607 0.5908
H -2.1368 -2.1214 1.2038
H -1.3483 -0.5726 1.9186
H -1.2886 2.0769 1.8210
H -0.3811 1.0036 0.9603
O -0.6209 1.5245 2.2554
H -1.3040 -0.6399 -3.7321
H -0.8812 -0.1181 -2.1360
O -0.8712 -1.0456 -2.9658
```

**Total energy**: -10570.624 eV
**Kohn-Sham gap**: 0.2516 Ha
**Relative energy (zero: lowest compared OMol25 entry of this formula, charge and spin)**: 136.4 kcal/mol
**LUMO energy**: -0.085 Ha

Entry 6:
DFT (ωB97M-V/def2-TZVPD) results for a 3-piece molecular cluster, C6H16O2 overall at a distorted geometry.

```
24
Properties=species:S:1:pos:R:3
C -1.1355 0.9610 -2.5276
C -0.4321 -0.0809 -1.5890
C 0.4183 0.6329 -0.6031
C 1.7131 1.0966 -0.9207
C 2.5571 2.0107 -0.1525
C -0.0885 0.8332 0.7780
H -2.1985 1.0696 -2.3064
H -0.5963 1.9074 -2.5638
H -1.0592 0.6091 -3.5467
H 0.1648 -0.7343 -2.2314
H -1.1676 -0.5847 -0.9836
H 2.1758 0.6834 -1.8180
H 3.6176 1.8115 -0.2803
H 2.3868 1.8761 0.9222
H 2.3956 3.0752 -0.3492
H 0.5806 0.3481 1.4808
H -0.0297 1.9164 1.0200
H -1.1569 0.6464 0.9221
H 2.0635 -1.5855 4.0900
H 0.6837 -1.7778 4.7561
O 1.3773 -2.2354 4.2579
H -3.6250 -1.7572 0.2468
H -3.0474 -2.7904 -0.7934
O -3.8213 -2.5415 -0.2815
```

**Total energy**: -10567.071 eV
**Net charge**: +1
**Kohn-Sham gap (spin up / spin down)**: 0.3492 / 0.2289 Ha
**Spin multiplicity**: 2
**Relative energy (zero: lowest compared OMol25 entry of this formula, charge and spin)**: 7.3 kcal/mol
**LUMO energy (spin up / spin down)**: -0.169 / -0.290 Ha

Entry 7:
DFT (ωB97M-V/def2-TZVPD) results for a 4-piece molecular cluster, C6H16O5 overall at a distorted geometry.

```
27
Properties=species:S:1:pos:R:3
C -1.2267 0.6035 2.6795
C -0.3585 0.0764 1.8159
C 1.0226 -0.3407 2.1985
C -0.7815 -0.0672 0.3780
C -1.2640 -1.4850 -0.0094
C -0.1660 -2.3645 -0.5117
O 0.6247 -2.1714 -1.3830
O -0.2724 -3.6565 0.0417
H -0.9739 0.7983 3.7077
H -2.2247 0.9080 2.3859
H 1.5619 0.2316 2.9354
H 1.0084 -1.3684 2.5929
H 1.6673 -0.4117 1.3215
H -0.0207 0.3336 -0.2759
H -1.6169 0.5983 0.1826
H -2.0690 -1.4071 -0.7395
H -1.8117 -1.8713 0.8511
H 0.4789 -3.8874 0.5971
O 2.0046 0.5211 -1.2570
H 2.6141 1.2551 -1.3961
H 2.3864 -0.2098 -1.7553
O -1.0012 3.5903 -0.8776
H -0.4288 2.8136 -0.9437
H -1.4498 3.5325 -1.7306
O 0.7820 1.7362 -3.6495
H 0.0663 1.1718 -3.3306
H 1.4485 1.0708 -3.8280
```

**Total energy**: -16718.179 eV
**Kohn-Sham gap**: 0.3549 Ha
**Relative energy (zero: lowest compared OMol25 entry of this formula, charge and spin)**: 35.6 kcal/mol
**Structure (SMILES)**: C=C(C)CCC(=O)O.O.O.O
**LUMO energy**: 0.010 Ha

Entry 8:
DFT (ωB97M-V/def2-TZVPD) results for a 2-piece molecular cluster, C6H16OP overall at a distorted geometry.

```
24
Properties=species:S:1:pos:R:3
C 2.1189 -1.4704 0.1962
C 0.2643 1.8363 1.1477
C -2.1149 1.3215 0.0239
C -0.9572 -2.2768 0.6579
C 1.6545 -0.5757 -0.9155
C -0.6028 1.5231 -0.1296
O -0.6636 -0.2574 -2.1150
P -0.1014 -0.1350 -0.6546
H 1.9736 -0.9803 1.1368
H 1.4118 -2.3404 0.2272
H 3.0964 -1.9265 0.3521
H 0.0321 2.8404 1.6153
H 1.2386 1.6274 0.7946
H 0.0801 1.0713 1.9249
H -2.7010 1.4722 -0.9446
H -2.5933 2.0306 0.7775
H -2.2351 0.2408 0.3873
H -0.0720 -2.9193 0.4018
H -1.9242 -2.4266 0.1399
H -1.2473 -2.1514 1.6867
H 1.7108 -1.2439 -1.9248
H 2.3672 0.2128 -1.1241
H -0.1125 2.2062 -0.7571
H -0.3909 -0.9104 -2.6793
```

**Total energy**: -17808.257 eV
**Net charge**: +1
**Kohn-Sham gap**: 0.3424 Ha
**Relative energy (zero: lowest compared OMol25 entry of this formula, charge and spin)**: 73.8 kcal/mol
**LUMO energy**: -0.179 Ha

- Which of these has the highest relative energy (zero: lowest compared OMol25 entry of this formula, charge and spin)?
  number 5